No. 1
ORCA calculation (ωB97M-V/def2-TZVPD) on a structure of composition C33H44As2FFeN3O8.

Geometry as ORCA input:
```
! RIJCOSX wB97M-V def2-TZVPD def2/J DEFGRID3
* xyz 0 5
Fe 0.14 -0.88 0.97
F 0.16 4.78 -0.93
C -0.20 3.64 -1.56
C 0.56 2.52 -1.43
C 0.12 1.33 -2.04
C 0.68 0.07 -1.54
O 1.48 0.07 -0.60
C 0.13 -1.13 -2.11
C -0.88 -1.03 -3.01
N -1.45 0.14 -3.41
C -2.69 0.09 -4.13
C -2.76 0.75 -5.48
C -2.75 -0.75 -5.37
C -1.02 1.33 -2.84
C -1.79 2.49 -2.93
C -1.42 3.63 -2.25
N -2.39 4.65 -2.04
C -2.85 4.67 -0.64
C -4.30 5.18 -0.66
N -4.48 5.93 -1.96
C -3.33 6.86 -2.19
C -2.08 6.00 -2.47
C 0.37 -2.50 -1.51
O 0.39 -3.48 -2.25
O 0.51 -2.51 -0.24
H 1.41 2.49 -0.78
H -1.33 -1.93 -3.41
H -3.57 0.13 -3.50
H -1.85 1.22 -5.83
H -3.68 1.25 -5.75
H -1.85 -1.26 -5.66
H -3.67 -1.29 -5.56
H -2.76 2.48 -3.40
H -2.22 5.31 -0.02
H -2.81 3.67 -0.21
H -4.52 5.87 0.15
H -5.02 4.36 -0.66
H -5.38 6.40 -2.00
H -4.42 5.21 -2.69
H -3.23 7.46 -1.29
H -3.58 7.52 -3.03
H -1.23 6.44 -1.94
H -1.85 5.99 -3.54
O -1.29 2.91 1.41
C -1.10 1.71 1.24
O -0.17 1.00 1.77
C -2.02 0.92 0.23
O -2.96 1.51 -0.31
O -1.70 -0.30 0.08
C 1.88 0.19 4.16
As 2.31 -0.68 2.47
C 3.52 0.68 1.76
C 3.50 -2.12 3.05
C 3.66 -2.38 4.41
C 4.38 -3.48 4.85
C 4.94 -4.34 3.93
C 4.79 -4.09 2.57
C 4.07 -2.99 2.12
As 3.89 -2.63 0.18
C 5.79 -2.84 -0.27
C 3.32 -4.41 -0.40
H 2.78 0.53 4.69
H 1.30 -0.47 4.81
H 1.26 1.04 3.89
H 4.38 0.81 2.41
H 2.94 1.60 1.71
H 3.82 0.39 0.76
H 3.22 -1.71 5.15
H 4.49 -3.66 5.91
H 5.50 -5.21 4.26
H 5.23 -4.78 1.86
H 6.20 -3.79 0.05
H 6.37 -2.03 0.18
H 5.89 -2.76 -1.36
H 3.92 -5.19 0.05
H 3.41 -4.46 -1.49
H 2.26 -4.54 -0.16
C 0.68 -4.18 2.51
C -0.16 -3.14 3.22
O -0.92 -2.32 2.34
C -2.05 -2.99 1.73
C -3.32 -2.26 2.06
H 1.26 -4.75 3.25
H 1.36 -3.71 1.81
H 0.06 -4.88 1.95
H 0.47 -2.46 3.79
H -0.85 -3.61 3.93
H -2.09 -4.01 2.11
H -1.87 -3.04 0.65
H -3.49 -2.24 3.14
H -4.17 -2.76 1.58
H -3.28 -1.23 1.69
*
```

For the HOMO-LUMO gap (spin up / spin down), the calculation gives 6.13 / 6.23 eV. The calculation puts the energy relative to the best compared isomer or geometry (same formula, charge and spin) at 5.6 kcal per mole. The calculation puts the maximum force at 0.00817 hartree/bohr.

The molecule's Mulliken atomic charges, reported in e, are given here: atom 1 (Fe): 1.5920, atom 2 (F): -0.4295, atom 3 (C): 0.3570, atom 4 (C): -0.4941, atom 5 (C): 0.3433, atom 6 (C): 0.4884, atom 7 (O): -0.6028, atom 8 (C): 0.6718, atom 9 (C): -0.6422, atom 10 (N): 0.3268, atom 11 (C): -0.3407, atom 12 (C): -0.4635, atom 13 (C): -0.8254, atom 14 (C): -0.1178, atom 15 (C): -0.5290, atom 16 (C): -0.9529, atom 17 (N): 0.4417, atom 18 (C): 0.4323, atom 19 (C): -1.2169, atom 20 (N): -0.0869, atom 21 (C): -0.6120, atom 22 (C): -0.4456, atom 23 (C): -0.3848, atom 24 (O): -0.7674, atom 25 (O): -0.1920, atom 26 (H): 0.5060, atom 27 (H): 0.6511, atom 28 (H): 0.5278, atom 29 (H): 0.2424, atom 30 (H): 0.2782, atom 31 (H): 0.2996, atom 32 (H): 0.2596, atom 33 (H): 0.3929, atom 34 (H): 0.3433, atom 35 (H): -0.2120, atom 36 (H): 0.3331, atom 37 (H): 0.4819, atom 38 (H): 0.2781, atom 39 (H): 0.4220, atom 40 (H): 0.3371, atom 41 (H): 0.3714, atom 42 (H): 0.3546, atom 43 (H): 0.4292, atom 44 (O): -0.7517, atom 45 (C): 0.2870, atom 46 (O): -0.4183, atom 47 (C): 0.6140, atom 48 (O): -0.7484, atom 49 (O): -0.6607, atom 50 (C): -1.4505, atom 51 (As): 0.9502, atom 52 (C): -1.3325, atom 53 (C): 0.0502, atom 54 (C): -0.4601, atom 55 (C): -0.6977, atom 56 (C): -0.9329, atom 57 (C): -0.4815, atom 58 (C): 0.2938, atom 59 (As): 0.8025, atom 60 (C): -1.2683, atom 61 (C): -1.2042, atom 62 (H): 0.4328, atom 63 (H): 0.4269, atom 64 (H): 0.3427, atom 65 (H): 0.4606, atom 66 (H): 0.3972, atom 67 (H): 0.2884, atom 68 (H): 0.3340, atom 69 (H): 0.3975, atom 70 (H): 0.3935, atom 71 (H): 0.2230, atom 72 (H): 0.3555, atom 73 (H): 0.3534, atom 74 (H): 0.4263, atom 75 (H): 0.4467, atom 76 (H): 0.4797, atom 77 (H): 0.1543, atom 78 (C): -0.5279, atom 79 (C): -0.3229, atom 80 (O): -0.5422, atom 81 (C): -0.1187, atom 82 (C): -1.2618, atom 83 (H): 0.4715, atom 84 (H): -0.3408, atom 85 (H): 0.4474, atom 86 (H): 0.0196, atom 87 (H): 0.4011, atom 88 (H): 0.6350, atom 89 (H): -0.0816, atom 90 (H): 0.3536, atom 91 (H): 0.3937, atom 92 (H): 0.1244


No. 2
ORCA calculation (ωB97M-V/def2-TZVPD) on a structure of composition C25H19BrFIN7O6S2V.

Geometry as ORCA input:
```
! RIJCOSX wB97M-V def2-TZVPD def2/J DEFGRID3
* xyz -1 4
V 0.89 0.11 -0.04
C 2.01 5.33 -1.08
S 0.30 4.78 -1.21
C 0.39 3.09 -0.71
S 1.84 2.41 -0.14
N -0.78 2.52 -0.83
N -0.76 1.19 -0.56
C -1.90 0.59 -0.43
C -1.88 -0.85 -0.22
C -3.05 -1.58 -0.04
C -2.97 -2.95 0.12
C -1.72 -3.56 0.07
C -0.60 -2.76 -0.10
N -0.68 -1.44 -0.24
H 1.99 6.39 -1.33
H 2.64 4.79 -1.77
H 2.38 5.20 -0.06
H -2.83 1.15 -0.49
H -4.01 -1.07 -0.02
H -3.86 -3.54 0.28
H -1.61 -4.63 0.20
H 0.39 -3.18 -0.11
Br 3.01 0.51 3.13
C 3.43 -0.85 1.89
C 4.44 -1.74 2.23
C 4.84 -2.67 1.28
C 4.24 -2.64 0.03
C 3.24 -1.72 -0.21
N 2.81 -0.87 0.73
C 2.63 -1.59 -1.61
O 3.07 -2.35 -2.48
O 1.78 -0.66 -1.74
H 4.90 -1.68 3.21
H 5.62 -3.38 1.51
H 4.53 -3.30 -0.78
I 3.61 1.80 -3.73
C 1.70 1.03 -4.11
C 1.57 -0.10 -4.91
C 0.29 -0.59 -5.10
C -0.78 0.05 -4.51
C -0.53 1.18 -3.74
N 0.70 1.66 -3.54
H 2.44 -0.58 -5.34
H 0.14 -1.48 -5.70
H -1.79 -0.31 -4.63
H -1.32 1.73 -3.26
F -2.89 3.55 2.30
C -3.08 2.26 2.57
C -2.07 1.48 3.00
N -2.25 0.15 3.31
C -1.11 -0.65 3.76
C -0.04 -0.83 2.67
O 0.60 -1.88 2.67
O 0.08 0.16 1.89
C -3.47 -0.46 3.15
O -3.69 -1.63 3.39
N -4.47 0.37 2.68
C -4.41 1.73 2.37
O -5.39 2.33 2.00
H -1.07 1.86 3.11
H -1.49 -1.62 4.06
H -0.66 -0.16 4.62
H -5.37 -0.07 2.57
*
```

For the HOMO-LUMO gap (spin up / spin down), the calculation gives 6.21 / 7.16 eV. The calculation puts the energy relative to the best compared isomer or geometry (same formula, charge and spin) at 0.0 kcal per mole. The calculation puts the maximum force at 0.01250 hartree/bohr.

The molecule's Mulliken atomic charges, reported in e, are given here: atom 1 (V): 0.0905, atom 2 (C): -0.7390, atom 3 (S): -0.0691, atom 4 (C): 0.4972, atom 5 (S): -0.4411, atom 6 (N): -1.6887, atom 7 (N): 2.0206, atom 8 (C): -0.8729, atom 9 (C): 0.6130, atom 10 (C): -0.9331, atom 11 (C): -0.3786, atom 12 (C): -1.0105, atom 13 (C): -0.1906, atom 14 (N): 0.6292, atom 15 (H): 0.3685, atom 16 (H): 0.2075, atom 17 (H): 0.2515, atom 18 (H): 0.2880, atom 19 (H): 0.5071, atom 20 (H): 0.4219, atom 21 (H): 0.4216, atom 22 (H): 0.4277, atom 23 (Br): -0.1059, atom 24 (C): 0.1596, atom 25 (C): -0.7528, atom 26 (C): -0.3454, atom 27 (C): -0.8902, atom 28 (C): 0.6967, atom 29 (N): 0.3598, atom 30 (C): 0.0520, atom 31 (O): -0.8040, atom 32 (O): -0.2228, atom 33 (H): 0.4187, atom 34 (H): 0.4109, atom 35 (H): 0.5038, atom 36 (I): -0.0266, atom 37 (C): -0.0712, atom 38 (C): -0.2855, atom 39 (C): -0.3402, atom 40 (C): -0.5879, atom 41 (C): -0.4232, atom 42 (N): -0.1179, atom 43 (H): 0.3725, atom 44 (H): 0.3716, atom 45 (H): 0.4045, atom 46 (H): 0.5547, atom 47 (F): -0.3768, atom 48 (C): 0.6280, atom 49 (C): -0.2096, atom 50 (N): 0.1947, atom 51 (C): -1.4681, atom 52 (C): 0.9957, atom 53 (O): -0.6740, atom 54 (O): -0.3608, atom 55 (C): 0.3878, atom 56 (O): -0.6757, atom 57 (N): 0.0015, atom 58 (C): 0.2601, atom 59 (O): -0.6715, atom 60 (H): 0.3882, atom 61 (H): 0.3398, atom 62 (H): 0.2513, atom 63 (H): 0.2376


No. 3
ORCA calculation (ωB97M-V/def2-TZVPD) on a cluster of 2 separate species, C4H9NO in total at a distorted geometry.

Geometry as ORCA input:
```
! RIJCOSX wB97M-V def2-TZVPD def2/J DEFGRID3
* xyz 0 1
C -1.69 -1.10 0.49
C -1.75 0.04 -0.32
N -0.84 0.28 -1.33
H -0.85 -1.79 0.20
H -2.46 -1.25 1.27
H -2.48 0.78 -0.33
H -0.31 -0.56 -1.71
H -0.35 1.06 -0.97
C 1.17 0.75 0.92
C 1.97 -0.09 -0.22
O 2.19 0.46 -1.33
H 0.37 0.01 1.06
H 1.67 0.91 1.86
H 1.18 1.72 0.41
H 2.18 -1.21 0.00
*
```

For the HOMO-LUMO gap, the calculation gives 9.53 eV. The SMILES is C=CN.CC=O. The calculation puts the energy relative to the best compared isomer or geometry (same formula, charge and spin) at 80.9 kcal per mole. The calculation puts the maximum force at 0.09904 hartree/bohr.

The molecule's Mulliken atomic charges, reported in e, are given here: atom 1 (C): -0.7813, atom 2 (C): -0.0765, atom 3 (N): -0.5347, atom 4 (H): 0.2225, atom 5 (H): 0.2654, atom 6 (H): 0.4015, atom 7 (H): 0.2990, atom 8 (H): 0.2423, atom 9 (C): -0.7693, atom 10 (C): 0.1839, atom 11 (O): -0.4880, atom 12 (H): 0.0469, atom 13 (H): 0.3656, atom 14 (H): 0.3119, atom 15 (H): 0.3107


No. 4
ORCA calculation (ωB97M-V/def2-TZVPD) on a structure of composition C27H24AuN6O6.

Geometry as ORCA input:
```
! RIJCOSX wB97M-V def2-TZVPD def2/J DEFGRID3
* xyz 1 1
Au 0.85 -1.12 -0.11
O 5.13 0.01 0.82
C 5.28 -0.96 1.76
C 6.55 -1.07 2.33
C 6.79 -2.01 3.31
C 5.77 -2.86 3.74
C 4.52 -2.76 3.18
C 4.25 -1.81 2.18
C 2.90 -1.75 1.63
O 2.74 -1.06 0.49
N 1.91 -2.35 2.21
N 0.72 -2.16 1.53
C -0.38 -2.64 2.00
C -1.67 -2.47 1.42
C -2.76 -3.00 2.16
C -4.05 -2.87 1.73
C -4.30 -2.20 0.53
C -3.27 -1.69 -0.22
C -1.94 -1.81 0.20
O -1.03 -1.28 -0.62
H 4.22 -0.03 0.49
H 7.32 -0.40 1.99
H 7.78 -2.08 3.74
H 5.96 -3.60 4.51
H 3.72 -3.41 3.50
H -0.28 -3.19 2.93
H -2.54 -3.51 3.09
H -4.86 -3.28 2.31
H -5.32 -2.07 0.19
H -3.46 -1.17 -1.16
O -5.95 0.71 0.75
C -5.61 1.94 0.15
N -4.21 2.15 0.39
C -3.32 2.44 -0.58
O -3.63 2.60 -1.76
C -1.88 2.52 -0.18
C -1.07 3.50 -0.72
C 0.28 3.50 -0.39
C 0.76 2.48 0.41
N -0.01 1.49 0.89
C -1.31 1.54 0.62
H -6.89 0.72 0.96
H -6.20 2.76 0.58
H -5.75 1.92 -0.93
H -3.89 2.09 1.35
H -1.49 4.26 -1.37
H 0.94 4.27 -0.75
H 1.81 2.43 0.67
H -1.92 0.75 1.03
N -1.95 1.84 -4.16
C -0.70 1.67 -4.65
O -0.41 1.83 -5.82
C 0.39 1.20 -3.71
C 1.70 1.38 -4.13
C 2.74 0.87 -3.38
C 2.44 0.16 -2.24
N 1.18 -0.01 -1.82
C 0.16 0.51 -2.53
H -2.64 2.18 -4.80
H -2.16 2.02 -3.19
H 1.87 1.90 -5.07
H 3.77 0.98 -3.68
H 3.21 -0.31 -1.64
H -0.83 0.33 -2.14
*
```

For the HOMO-LUMO gap, the calculation gives 7.10 eV. The calculation puts the energy relative to the best compared isomer or geometry (same formula, charge and spin) at 3.1 kcal per mole. The calculation puts the maximum force at 0.00403 hartree/bohr.

The molecule's Mulliken atomic charges, reported in e, are given here: atom 1 (Au): 1.2683, atom 2 (O): -0.6209, atom 3 (C): 0.4447, atom 4 (C): -0.7012, atom 5 (C): -0.3458, atom 6 (C): -0.8012, atom 7 (C): -0.5854, atom 8 (C): 0.4484, atom 9 (C): 0.8951, atom 10 (O): -0.7715, atom 11 (N): -0.9635, atom 12 (N): 0.3442, atom 13 (C): 0.3458, atom 14 (C): 0.7639, atom 15 (C): -0.9187, atom 16 (C): -0.9053, atom 17 (C): -0.4763, atom 18 (C): -0.0994, atom 19 (C): 0.0166, atom 20 (O): -1.0788, atom 21 (H): 0.3464, atom 22 (H): 0.4430, atom 23 (H): 0.3976, atom 24 (H): 0.4066, atom 25 (H): 0.4184, atom 26 (H): 0.5012, atom 27 (H): 0.3875, atom 28 (H): 0.4198, atom 29 (H): 0.4164, atom 30 (H): 0.5292, atom 31 (O): -0.4594, atom 32 (C): -0.4914, atom 33 (N): -0.1396, atom 34 (C): 0.4356, atom 35 (O): -0.7739, atom 36 (C): 0.5571, atom 37 (C): -0.1940, atom 38 (C): -0.7089, atom 39 (C): -0.4986, atom 40 (N): -0.4798, atom 41 (C): -0.3379, atom 42 (H): 0.2904, atom 43 (H): 0.3892, atom 44 (H): 0.3147, atom 45 (H): 0.2556, atom 46 (H): 0.4997, atom 47 (H): 0.4650, atom 48 (H): 0.4567, atom 49 (H): 0.5239, atom 50 (N): -0.1975, atom 51 (C): 0.0880, atom 52 (O): -0.6086, atom 53 (C): 0.3071, atom 54 (C): -0.3913, atom 55 (C): -0.8571, atom 56 (C): -0.3711, atom 57 (N): -0.0791, atom 58 (C): -0.2990, atom 59 (H): 0.2329, atom 60 (H): 0.1633, atom 61 (H): 0.5387, atom 62 (H): 0.4674, atom 63 (H): 0.6158, atom 64 (H): 0.7609